No. 1
C3H2N2O2 | wB97M-V/def2-TZVPD

Each line ends with the Mulliken charge.
Positions of all 9 atoms, in Å:
N  1.78657  1.04195  -0.27022  -0.4697
C  0.74221  0.45392  0.02876  0.5342
O  -0.55009  0.27583  -1.08825  -0.4295
C  -1.37932  -0.61640  -0.56004  0.2622
O  -1.11418  -1.21022  0.47149  -0.4468
C  0.38163  -0.16898  1.28271  0.3141
N  0.64868  -0.35841  2.39668  -0.4516
H  1.83735  1.40364  -1.21852  0.3110
H  -2.35223  -0.82239  -1.03772  0.3762

Cartesian forces (eV/Å) of the 3 atoms listed first:
N -1.260 -0.533 -0.041
C -1.393 -0.088 -1.619
O 1.633 -0.041 1.889

Its spin multiplicity is 1. As for the SMILES: [H]/N=C(/C#N)OC=O. For the energy above the lowest of the compared OMol25 structures with the same formula, charge and spin, the calculation gives 2.478 eV. As for the orbital gap: 0.3697 hartree.

***

No. 2
C3H2N2O2 | wB97M-V/def2-TZVPD

Each line ends with the Mulliken charge.
Positions of all 9 atoms, in Å:
O  -2.43178  -0.79373  -0.13586  -0.4250
C  -1.79090  0.22004  -0.04941  0.0360
C  -0.34592  0.18479  -0.00316  0.5448
N  0.60304  1.00710  0.08009  -0.4022
C  1.70993  0.15372  0.06813  -0.1943
N  1.49763  -1.12390  -0.01362  -0.1755
O  0.23000  -1.41412  -0.07359  -0.1345
H  -2.18140  1.24440  0.00489  0.3354
H  2.70940  0.52170  0.12253  0.4153

Cartesian forces (eV/Å) of the 3 atoms listed first:
O -0.248 0.608 0.028
C -0.530 -0.326 -0.034
C 0.653 -3.223 -0.140

Its spin multiplicity is 1. As for the SMILES: O=Cc1ncno1. For the energy above the lowest of the compared OMol25 structures with the same formula, charge and spin, the calculation gives 2.928 eV. As for the orbital gap (spin up / spin down): 0.3444 / 0.3444 hartree.

***

No. 3
C3H2N2O2 | wB97M-V/def2-TZVPD

Each line ends with the Mulliken charge.
Positions of all 9 atoms, in Å:
N  -1.37169  -0.56631  -0.53541  -0.5434
C  -0.74761  0.32056  0.07695  0.8138
O  0.59976  0.49603  0.31583  -0.2172
C  1.51791  -0.39509  -0.15175  0.2245
O  1.29129  -1.38006  -0.79384  -0.4856
C  -1.46399  1.75543  0.46170  -0.3456
N  -1.58503  1.07070  1.43209  -0.1788
H  -0.75129  -1.25000  -0.96986  0.3611
H  2.51066  -0.05126  0.16430  0.3712

Cartesian forces (eV/Å) of the 3 atoms listed first:
N 0.233 0.368 0.236
C 0.073 -0.744 -0.467
O -0.093 -0.004 -0.024

Its spin multiplicity is 1. For the energy above the lowest of the compared OMol25 structures with the same formula, charge and spin, the calculation gives 3.091 eV. As for the orbital gap: 0.3946 hartree.

***

Copy entry 2 word for word.
C3H2N2O2 | wB97M-V/def2-TZVPD

Each line ends with the Mulliken charge.
Positions of all 9 atoms, in Å:
O  -2.43178  -0.79373  -0.13586  -0.4250
C  -1.79090  0.22004  -0.04941  0.0360
C  -0.34592  0.18479  -0.00316  0.5448
N  0.60304  1.00710  0.08009  -0.4022
C  1.70993  0.15372  0.06813  -0.1943
N  1.49763  -1.12390  -0.01362  -0.1755
O  0.23000  -1.41412  -0.07359  -0.1345
H  -2.18140  1.24440  0.00489  0.3354
H  2.70940  0.52170  0.12253  0.4153

Cartesian forces (eV/Å) of the 3 atoms listed first:
O -0.248 0.608 0.028
C -0.530 -0.326 -0.034
C 0.653 -3.223 -0.140

Its spin multiplicity is 1. As for the SMILES: O=Cc1ncno1. For the energy above the lowest of the compared OMol25 structures with the same formula, charge and spin, the calculation gives 2.928 eV. As for the orbital gap (spin up / spin down): 0.3444 / 0.3444 hartree.